A molecular structure, C42H59BrN4OPPd in a non-equilibrium geometry. Source: the OMol25 dataset; level of theory: the ωB97M-V functional and the def2-TZVPD basis.

Geometry as XYZ:
```
109
Properties=species:S:1:pos:R:3:forces:R:3
Pd 0.190800 -0.854400 0.159700 -0.22 -0.07 -0.41
Br 1.709500 -0.627000 2.354900 1.03 0.13 0.54
C 2.973600 -0.577100 0.910100 -0.01 -0.03 0.50
C 4.321900 -0.389200 1.134400 -0.10 -0.05 -0.01
C 5.149800 -0.373300 0.017100 -0.24 -0.01 0.02
C 4.595300 -0.553300 -1.243800 -0.13 -0.06 0.15
C 3.227200 -0.747600 -1.351500 0.19 -0.01 -0.40
N 2.431100 -0.752700 -0.286500 -1.11 0.42 0.75
H 4.699000 -0.268200 2.138500 0.06 0.02 0.01
H 6.211300 -0.223300 0.137900 0.11 0.01 0.00
H 5.212600 -0.547400 -2.127600 0.02 -0.03 -0.09
H 2.745800 -0.912200 -2.305500 0.03 0.05 -0.07
C 1.920700 3.412100 -0.153800 0.01 -0.04 0.46
C 1.634500 2.757300 -1.344100 -0.36 -0.68 -0.53
C 0.707700 1.723800 -1.367900 0.15 0.99 -0.92
C 0.056000 1.339200 -0.190300 -1.04 -1.63 0.12
C 0.297300 2.060400 0.987600 -0.32 0.85 0.72
C 1.237600 3.080200 1.007000 0.08 -0.06 0.19
H 2.665600 4.193500 -0.135500 0.03 0.13 0.00
H 2.121100 3.057800 -2.259800 0.15 -0.05 -0.07
H 0.499500 1.232200 -2.312600 -0.03 -0.08 0.08
H -0.233100 1.804400 1.898500 0.10 -0.05 -0.11
H 1.437900 3.609500 1.925900 0.01 0.05 0.10
N 0.792800 -3.177700 0.459200 -0.10 0.41 0.03
C 1.224600 -4.246100 0.526700 -0.65 1.57 -0.06
C 1.744600 -5.540700 0.522200 0.62 -1.42 -0.05
C 1.476300 -6.444200 1.559700 0.00 0.16 -0.15
C 1.975200 -7.731400 1.482800 -0.02 0.05 -0.03
C 2.735400 -8.124300 0.388400 -0.05 0.12 0.01
C 3.020600 -7.224400 -0.630800 -0.01 0.02 0.00
C 2.531900 -5.934900 -0.571900 -0.15 0.08 0.17
H 0.881400 -6.132300 2.404500 -0.05 0.01 0.08
H 1.767300 -8.432400 2.275000 -0.02 -0.07 0.08
H 3.105900 -9.136100 0.325300 0.05 -0.07 0.03
H 3.621300 -7.531400 -1.472100 0.05 -0.03 -0.08
H 2.742600 -5.224900 -1.357500 0.03 0.02 -0.10
C -4.561000 3.251000 3.599200 -0.35 -0.06 0.18
C -4.209800 1.859500 3.093400 0.04 0.07 0.09
C -4.017000 1.836000 1.567700 -0.26 -0.28 0.14
C -3.395000 3.141600 1.057900 1.07 -0.56 0.16
C -2.549400 3.770600 2.170200 0.10 0.37 0.00
C -3.455200 4.261100 3.299600 0.02 0.12 0.12
P -2.412600 2.871700 -0.521200 -1.50 0.72 -0.83
C -2.116300 4.496100 -1.404000 1.22 -0.34 0.10
C -3.394100 5.351800 -1.537500 -0.58 -0.16 0.31
C -3.415700 6.516200 -0.558500 -0.14 0.01 0.19
C -2.244800 7.468600 -0.786600 -0.02 0.47 -0.08
C -1.018800 6.743900 -1.330400 0.12 -0.06 -0.07
C -0.971700 5.314200 -0.805100 0.34 0.16 0.08
C -3.355500 1.901300 -1.820100 1.21 -0.39 0.24
C -3.014400 0.414800 -1.750300 0.30 -0.30 -0.18
C -3.435300 -0.256400 -3.059200 -0.11 0.10 0.01
C -4.819100 0.229300 -3.513600 -0.16 -0.10 0.04
C -5.588100 0.843100 -2.353100 0.07 -0.04 -0.17
C -4.880200 2.110100 -1.858400 -0.45 0.16 0.33
H -4.755300 3.215700 4.672400 -0.03 0.00 -0.09
H -5.498500 3.572600 3.138000 -0.03 -0.02 -0.02
H -5.005900 1.167800 3.362700 0.06 -0.12 -0.02
H -3.302200 1.515500 3.590700 0.04 -0.09 0.05
H -4.993600 1.680000 1.107400 0.07 -0.03 -0.15
H -3.383700 0.987100 1.301100 -0.02 -0.15 -0.05
H -4.177200 3.857000 0.780900 0.12 0.12 -0.50
H -1.942300 4.601600 1.817700 0.05 -0.03 -0.04
H -1.874500 3.012600 2.561700 0.10 -0.07 0.00
H -3.898800 5.226600 3.047500 0.09 0.01 -0.08
H -2.839600 4.434500 4.184900 0.01 -0.03 -0.07
H -1.805900 4.170900 -2.404800 -0.04 -0.10 0.13
H -4.295300 4.747000 -1.423500 -0.10 0.06 -0.15
H -3.407700 5.761500 -2.549700 0.02 -0.24 -0.11
H -3.395700 6.143000 0.468600 -0.04 -0.07 0.09
H -4.357900 7.055600 -0.667000 -0.01 -0.10 0.04
H -2.004700 7.980300 0.149500 0.00 -0.08 -0.07
H -2.528700 8.256200 -1.489400 -0.04 -0.07 0.07
H -0.112100 7.277100 -1.046500 0.03 -0.04 -0.05
H -1.037300 6.717300 -2.423000 0.03 0.03 -0.03
H -1.052600 5.352700 0.281200 0.12 -0.04 0.02
H -0.019400 4.850000 -1.058600 -0.05 -0.02 0.08
H -2.916500 2.276800 -2.753900 0.07 0.10 0.17
H -3.523500 -0.040100 -0.903800 0.04 -0.03 0.13
H -1.937000 0.290600 -1.587500 -0.21 -0.09 0.02
H -3.453400 -1.337400 -2.928800 0.05 -0.04 0.08
H -2.703400 -0.031400 -3.835200 0.12 -0.07 -0.04
H -5.383500 -0.600900 -3.933400 -0.02 0.04 -0.10
H -4.720300 0.977000 -4.299600 -0.01 0.04 -0.13
H -5.691700 0.115400 -1.547900 -0.07 -0.01 0.08
H -6.592600 1.108400 -2.680400 -0.04 0.06 0.12
H -5.273600 2.378400 -0.879900 -0.08 0.12 0.03
H -5.111900 2.924600 -2.542900 0.07 0.13 0.04
C -1.070700 -2.619800 -1.832200 0.06 0.38 0.07
N -2.065400 -3.155700 -0.927500 0.08 0.32 0.22
C -2.582200 -4.458400 -1.310600 -0.30 -0.34 0.00
C -4.007900 -4.612200 -0.812600 0.23 -0.08 0.14
C -4.014200 -4.407400 0.691100 -0.20 -0.51 -0.25
N -3.319100 -3.187900 1.040700 0.56 0.53 -0.40
C -3.643200 -2.631300 2.333200 -0.06 0.23 0.36
C -2.411100 -2.571300 0.248500 -0.59 -1.06 -0.41
O -1.956400 -1.458900 0.604300 1.54 1.52 0.11
H -1.538000 -2.295600 -2.763500 0.05 0.02 -0.02
H -0.334100 -3.393300 -2.062500 0.04 0.14 0.07
H -0.549700 -1.736400 -1.385300 -0.57 -0.84 -0.94
H -1.938800 -5.245700 -0.898600 -0.04 -0.02 -0.10
H -2.549900 -4.524500 -2.399800 0.04 -0.02 0.07
H -4.386900 -5.600900 -1.065000 -0.03 0.01 0.03
H -4.646500 -3.869400 -1.291100 -0.04 0.02 -0.06
H -3.545300 -5.255800 1.205700 -0.07 0.05 -0.06
H -5.039000 -4.327000 1.059300 0.05 -0.02 0.01
H -3.459000 -3.372400 3.113500 0.04 0.03 0.00
H -4.702500 -2.364700 2.371400 0.05 0.05 0.00
H -3.031500 -1.748400 2.509500 -0.15 -0.15 0.09
```
Positions in Å, forces in eV/Å.

The calculation puts the HOMO energy (alpha / beta) at -15.809 / -15.815 eV. As for the spin multiplicity: 1. Its HOMO-LUMO gap (alpha / beta) is 4.689 / 4.527 eV. As for the net charge: +3.

=====

9 unconnected molecules or ions with the total composition C42H59N9O15 in a non-equilibrium geometry. Source: the OMol25 dataset; level of theory: the ωB97M-V functional and the def2-TZVPD basis.

Geometry as XYZ:
```
125
Properties=species:S:1:pos:R:3:forces:R:3
C -0.327296 -5.077256 0.590336 4.97 -0.44 -0.37
C 0.246704 -3.826256 0.006336 -1.76 5.42 1.78
C 0.696704 -2.815256 1.174336 0.27 -2.30 1.49
C 2.129704 -3.315256 1.807336 -1.09 3.33 -3.59
C 3.072704 -3.360256 0.535336 1.48 2.30 0.24
C 2.717704 -4.288256 -0.688664 2.63 3.52 1.77
N 1.303704 -4.054256 -0.946664 -1.15 -5.72 -3.99
O 0.933704 -4.604256 -1.999664 0.67 2.39 2.27
C 3.060704 -5.689256 -0.225664 -1.26 1.20 -0.45
C 3.575704 -3.973256 -1.928664 0.59 -0.20 -1.52
C -0.874296 -3.028256 -0.762664 -4.03 -17.47 6.99
H -0.957296 -4.827256 1.302336 -3.49 1.44 3.05
H 0.400704 -5.685256 1.119336 0.59 0.09 0.10
H -0.692296 -5.699256 -0.100664 -1.91 -2.12 -2.84
H -0.218296 -2.518256 1.845336 1.62 -1.57 -0.77
H 0.849704 -1.821256 0.845336 0.64 0.93 -1.21
H 2.391704 -4.266256 2.052336 -0.96 -2.74 2.68
H 2.500704 -2.453256 2.397336 -0.03 -1.15 0.17
H 4.119704 -3.712256 0.800336 -1.17 0.59 0.03
H 3.155704 -2.243256 0.373336 0.24 -1.34 -1.20
H 2.699704 -6.432256 -0.852664 -0.99 -1.57 -0.79
H 2.917704 -5.745256 0.790336 -1.94 -0.86 2.38
H 4.071704 -5.816256 -0.100664 2.94 0.27 -1.06
H 3.308704 -3.106256 -2.599664 0.56 -0.17 1.61
H 3.380704 -4.736256 -2.656664 -0.33 -0.98 -0.33
H 4.701704 -4.160256 -1.791664 -1.76 1.02 0.40
H -0.661296 -2.347256 -1.193664 5.91 15.37 -9.68
H -1.641296 -2.732256 -0.163664 -1.78 0.59 2.49
H -1.383296 -3.738256 -1.457664 0.47 0.39 0.25
N -0.391296 0.833744 0.111336 -3.82 -3.49 2.19
O -1.131296 -0.005256 0.866336 1.62 1.75 -0.82
O -0.482296 2.014744 0.275336 0.26 2.24 0.57
O 0.236704 0.321744 -0.774664 2.10 -0.81 -2.07
C -2.778296 2.974744 4.290336 -1.98 -1.07 -2.10
C -4.160296 2.941744 4.811336 -1.23 -2.10 -2.67
C -5.271296 2.211744 4.077336 3.48 1.68 -3.41
C -4.910296 1.743744 2.575336 3.72 1.79 4.13
C -3.420296 1.876744 2.140336 -4.05 1.68 5.52
C -2.408296 2.497744 3.010336 -5.30 -1.97 -0.57
N -5.925296 1.119744 1.757336 -3.33 -1.26 -1.87
O -7.141296 1.045744 2.180336 3.91 0.51 -0.43
O -5.661296 0.683744 0.600336 0.35 1.22 2.79
H -1.825296 3.272744 4.623336 0.24 1.20 2.35
H -4.543296 3.419744 5.722336 0.89 -0.26 -0.22
H -6.350296 2.286744 4.402336 1.56 -0.38 -0.37
H -3.104296 1.374744 1.332336 0.91 -1.45 -3.19
H -1.419296 2.370744 2.653336 0.88 0.35 -0.09
C -1.418296 -1.100256 -5.156664 3.46 0.97 2.93
C -0.212296 -0.744256 -4.174664 0.11 -6.85 -4.39
C 0.943704 -1.705256 -4.152664 -2.80 0.77 -3.69
C 0.957704 -2.870256 -5.164664 -5.62 -0.22 1.77
C -0.439296 -3.395256 -5.738664 2.69 6.90 2.68
C -1.501296 -2.353256 -5.799664 1.74 -1.15 0.68
N 2.081704 -3.798256 -5.207664 -1.31 -2.68 -1.11
O 1.880704 -5.057256 -5.519664 0.82 4.45 1.20
O 3.141704 -3.270256 -4.990664 0.68 -0.78 0.08
H -2.148296 -0.276256 -5.249664 0.16 -0.96 -0.10
H -0.007296 -0.004256 -3.481664 -0.81 1.97 0.91
H 1.793704 -1.224256 -3.635664 -0.03 -1.22 -0.34
H -0.632296 -4.357256 -6.069664 0.24 -1.60 -0.87
H -2.423296 -2.624256 -6.349664 0.66 0.32 0.40
C -4.274296 -2.102256 0.199336 -1.06 -0.54 1.54
C -5.425296 -2.976256 -0.191664 0.37 -1.90 4.79
C -6.044296 -3.905256 0.883336 2.80 3.62 1.41
C -5.559296 -3.594256 2.443336 2.93 1.28 -4.60
C -4.337296 -2.748256 2.751336 -2.55 0.17 -6.07
C -3.681296 -1.979256 1.517336 -4.96 -3.53 1.32
N -6.219296 -4.327256 3.472336 1.09 0.90 5.63
O -5.954296 -4.014256 4.710336 -0.01 0.07 -3.60
O -6.971296 -5.229256 3.283336 -0.91 -0.86 -1.79
H -3.944296 -1.371256 -0.550664 0.02 -0.47 0.25
H -5.813296 -2.976256 -1.223664 0.33 -0.08 0.75
H -6.855296 -4.693256 0.731336 1.26 1.48 0.18
H -4.009296 -2.366256 3.692336 -0.16 -0.55 0.75
H -3.035296 -1.211256 1.862336 0.91 0.51 -0.53
C 3.360704 0.131744 2.833336 3.86 -0.48 -6.64
C 4.727704 -0.363256 2.770336 -0.06 -0.03 -4.29
C 5.460704 -0.610256 1.451336 -1.21 2.11 -1.39
C 4.800704 -0.048256 0.133336 -4.36 0.12 5.96
C 3.344704 0.514744 0.254336 2.67 -1.81 1.68
C 2.659704 0.526744 1.664336 0.91 -0.95 -3.42
N 5.439704 -0.170256 -1.163664 -3.09 -3.49 -0.30
O 4.867704 -0.977256 -1.991664 1.70 2.61 1.81
O 6.476704 0.373744 -1.254664 1.95 0.85 -1.22
H 2.890704 0.212744 3.688336 -2.15 0.18 4.41
H 5.220704 -0.605256 3.686336 0.33 -0.31 0.29
H 6.580704 -1.060256 1.282336 -3.09 1.19 0.95
H 2.885704 0.812744 -0.760664 0.30 -0.42 2.18
H 1.510704 0.646744 1.690336 2.22 0.30 -0.06
C -1.398296 7.312744 0.606336 -0.52 0.43 -1.24
O -1.087296 8.509744 0.726336 -0.22 -2.40 -0.14
N -0.870296 6.398744 -0.292664 -1.54 -0.20 1.83
C -1.258296 4.907744 -0.342664 1.10 2.71 -1.34
C 0.235704 6.875744 -1.015664 -2.26 -3.75 -5.13
H -2.298296 6.866744 1.044336 -0.02 0.15 0.72
H -2.255296 4.656744 -0.689664 -0.84 0.44 1.60
H -0.699296 4.412744 0.408336 -0.57 -0.80 1.14
H -0.847296 4.512744 -1.241664 1.36 0.07 -0.97
H 1.039704 6.175744 -0.999664 0.83 -0.15 -0.21
H 0.432704 7.812744 -0.860664 1.72 5.05 2.39
H -0.145296 7.138744 -2.122664 0.96 -1.50 1.41
C 0.982704 4.114744 -5.284664 -6.05 -0.02 -2.52
O 0.289704 4.629744 -6.193664 1.78 -0.58 1.72
N 0.424704 3.303744 -4.349664 0.48 -0.29 -1.01
C 1.289704 2.718744 -3.383664 0.81 -0.92 -0.59
C -0.949296 2.915744 -4.382664 -2.34 0.44 -2.26
H 1.993704 4.158744 -5.264664 3.46 0.49 0.31
H 2.319704 2.553744 -3.698664 -0.13 -0.17 -0.56
H 0.936704 1.860744 -2.869664 -0.70 -1.27 -0.28
H 1.364704 3.344744 -2.593664 0.45 2.43 2.75
H -1.432296 3.104744 -3.439664 -0.07 -0.47 0.63
H -1.202296 1.897744 -4.824664 0.90 0.77 1.02
H -1.571296 3.548744 -5.106664 1.41 -0.34 0.90
C 2.397704 5.309744 3.588336 -0.31 -0.87 0.94
O 1.458704 5.803744 3.018336 -0.08 1.15 -0.08
N 2.498704 3.943744 3.620336 3.71 -1.03 1.70
C 3.708704 3.489744 4.401336 -5.76 1.81 2.76
C 1.423704 3.007744 3.385336 -2.99 4.32 -1.70
H 3.196704 5.864744 4.284336 -1.34 -0.92 -1.72
H 3.864704 2.505744 4.546336 -0.53 -3.84 -0.18
H 3.572704 3.827744 5.461336 0.61 0.26 -0.83
H 4.539704 3.755744 3.971336 4.54 2.33 -2.18
H 0.505704 3.576744 3.775336 0.81 -1.22 0.36
H 1.555704 2.048744 3.810336 0.21 -0.71 0.16
H 1.069704 3.110744 2.310336 1.00 -1.16 0.80
```
Positions in Å, forces in eV/Å.

The calculation puts the HOMO energy at -8.571 eV. As for the spin multiplicity: 1. Its HOMO-LUMO gap is 4.230 eV. The relative energy (zero: lowest compared OMol25 entry of this formula, charge and spin) comes out at 11.5 kcal per mole.